The following is a DFT calculation (ωB97M-V/def2-TZVPD) of C6H10FN in the gas phase.

Structure (XYZ):
```
18
Properties=species:S:1:pos:R:3:forces:R:3
C -2.4100 -0.5403 0.9881 3.5 0.4 2.6
C -1.6209 -0.3664 -0.3975 -5.1 1.8 0.9
C -0.3309 -0.9689 -0.6498 2.4 -4.0 0.6
C 0.7141 -0.0602 -0.1051 3.6 0.4 -0.4
C -0.0746 1.2994 0.0924 3.9 0.6 3.5
C 2.0435 -0.5026 -0.1336 -2.7 1.5 0.6
H -2.2417 -1.6558 1.3646 -1.1 2.3 -0.7
H -3.4288 -0.0437 1.0412 1.2 -1.3 -0.5
H -1.7767 0.1517 1.8421 -1.6 -2.0 -2.2
H -2.4821 -0.6731 -1.1268 2.0 0.7 0.6
H -0.1367 -2.0304 -0.0926 -0.8 2.1 -2.0
H -0.1695 -0.9309 -1.7426 -0.2 -1.0 0.3
H 0.5039 2.2915 -0.1360 -1.2 -2.0 -0.1
H -0.2710 1.3626 1.1810 0.5 0.2 -0.2
H -1.1921 1.3340 -1.4463 -0.4 0.2 -1.3
H 2.4215 -1.3661 -0.6686 -0.5 -0.3 0.3
N -1.3061 1.0994 -0.4911 -2.6 -0.3 -1.6
F 3.1098 0.0775 0.4949 -0.8 0.5 -0.4
```
Forces are in eV/Å.

Values from the calculation:
Total charge: 0
Gap between HOMO and LUMO (eV): 9.57
HOMO (eV): -8.739
Structure (SMILES): C[C@@H]1C/C(=C/F)CN1

Quick look at the natural (NBO) charges, all values in e: atom 1 (C): -0.625, atom 2 (C): -0.068, atom 3 (C): -0.474, atom 4 (C): -0.101, atom 5 (C): -0.257, atom 6 (C): 0.215, atom 7 (H): 0.218, atom 8 (H): 0.239, atom 9 (H): 0.193, atom 10 (H): 0.214, atom 11 (H): 0.232, atom 12 (H): 0.232, atom 13 (H): 0.233, atom 14 (H): 0.196, atom 15 (H): 0.349, atom 16 (H): 0.166, atom 17 (N): -0.616, atom 18 (F): -0.346

***

The following is a DFT calculation (ωB97M-V/def2-TZVPD) of 2 unconnected molecules or ions with the total composition C8H10N2O.

Structure (XYZ):
```
21
Properties=species:S:1:pos:R:3:forces:R:3
C 1.9280 1.6323 0.0544 0.0 0.1 0.0
C 2.5758 -0.6301 0.0143 1.9 -2.1 -1.7
C -0.9890 0.5606 -0.3275 -0.7 -0.7 2.4
C -1.2545 1.7164 -1.1657 -2.1 4.1 1.4
C -0.1686 -1.8628 -0.6395 -0.6 1.6 0.4
C 1.2165 0.1863 1.9858 2.9 0.9 1.4
C -0.0430 -0.3468 -0.8386 4.2 -1.8 -1.0
C 1.7910 0.3583 0.5857 -3.0 -1.0 0.9
N 1.9901 2.6855 -0.3785 0.1 1.5 -0.6
N 3.1705 -1.4374 -0.5890 -0.9 1.2 1.2
O -1.4929 0.2332 0.7606 -0.3 1.1 -1.1
H -0.4325 2.4076 -1.3705 0.5 -0.5 0.3
H -2.0667 2.4660 -0.7364 1.4 -1.9 -0.7
H -1.5707 1.3925 -2.1152 -0.6 -0.5 -1.3
H 0.8360 -2.2628 -0.6428 0.2 -0.4 0.2
H -0.7871 -2.1253 0.2792 0.9 0.3 -1.4
H -0.6164 -2.1987 -1.5843 -0.2 -0.3 0.3
H 0.1524 0.1855 2.0939 -0.9 -0.9 -0.6
H 1.3975 1.1611 2.5678 0.4 -1.4 -0.6
H 1.8097 -0.6878 2.4615 -1.5 1.5 -0.4
H 0.7097 0.0059 -1.6298 -1.7 -0.7 0.8
```
Forces are in eV/Å.

Values from the calculation:
Total charge: 0
Gap between HOMO and LUMO (alpha / beta) (eV): 7.73 / 7.27
HOMO (alpha / beta) (eV): -9.332 / -9.248

Quick look at the natural (NBO) charges, all values in e: atom 1 (C): 0.251, atom 2 (C): 0.252, atom 3 (C): 0.425, atom 4 (C): -0.721, atom 5 (C): -0.685, atom 6 (C): -0.633, atom 7 (C): -0.033, atom 8 (C): -0.208, atom 9 (N): -0.293, atom 10 (N): -0.298, atom 11 (O): -0.537, atom 12 (H): 0.273, atom 13 (H): 0.242, atom 14 (H): 0.240, atom 15 (H): 0.251, atom 16 (H): 0.252, atom 17 (H): 0.244, atom 18 (H): 0.273, atom 19 (H): 0.238, atom 20 (H): 0.241, atom 21 (H): 0.225

***

Sequential F_max output: 5.51, 4.83 eV/A
Sequential energy above the lowest of the compared OMol25 structures with the same formula, charge and spin output: 2.5644, 4.5102 eV